C5H10O3 | the ωB97M-V functional and the def2-TZVPD basis

Element x y z (Å)
C: -2.390 1.065 -0.056
C: -1.644 -0.208 -0.307
O: -2.412 -1.179 -0.852
C: 0.057 -0.120 -0.699
O: -0.638 -0.589 0.500
H: -1.724 1.808 0.374
H: -2.822 1.435 -0.983
H: -3.206 0.869 0.643
H: -1.949 -2.029 -0.794
H: 0.268 0.940 -0.768
H: 0.117 -0.792 -1.546
C: 2.316 0.191 1.176
C: 2.211 -0.594 -0.109
O: 2.749 -0.233 -1.157
H: 3.157 -0.180 1.769
H: 2.451 1.253 0.965
H: 1.405 0.046 1.767
H: 2.054 -1.681 0.077

Summary:
HOMO energy	-0.3183	Eh
SMILES string	C[C@@]1(O)CO1.CC=O
spin multiplicity	1
strongest force on any atom	4.79	eV/Å
DFT total energy	-11486.34967	eV
LUMO	0.0249	Ha

natural (NBO) population analysis, charges in e, atoms 1 to 4: -0.66, 0.59, -0.69, -0.28